(1)
90
Properties=species:S:1:pos:R:3:forces:R:3:lowdin_charge:R:1 method="wB97M-V/def2-TZVPD" e_lumo_ev="-7.79 / -10.33" charge=+3 multiplicity=5 orbital_gap_ev="7.3 / 4.8"
Co -0.677983 -1.050984 -0.227943 0.06 -0.09 -0.45 0.53
C 1.458789 -4.449789 5.381445 0.06 -0.02 0.04 -0.02
C 1.274679 -3.419708 4.305519 -0.02 0.06 -0.06 -0.24
C 2.330898 -2.804702 3.674765 -0.06 0.00 0.01 0.05
C 2.142656 -1.846220 2.652022 0.04 0.00 -0.03 -0.11
C 3.300761 -1.252905 2.089344 0.01 0.04 0.00 0.03
N 3.344158 -0.386831 1.114790 -0.08 -0.05 0.06 0.09
C 4.577604 0.346806 0.768055 -0.03 -0.01 0.04 -0.12
C 4.470023 1.189387 -0.505291 0.04 0.11 0.03 -0.14
C 5.054243 0.599837 -1.786326 0.03 -0.05 -0.05 -0.12
N 4.323507 -0.588763 -2.260018 -0.02 0.00 -0.01 0.12
C 3.086834 -0.624270 -2.636888 0.01 0.03 0.00 0.04
C 2.210798 0.498116 -2.859382 0.06 -0.04 -0.03 -0.14
C 2.492438 1.610238 -3.658691 -0.01 -0.04 0.02 0.04
C 1.505614 2.536724 -3.953484 -0.11 -0.04 0.05 -0.24
C 1.754917 3.709040 -4.859912 0.06 0.03 -0.02 -0.03
C 0.236694 2.314247 -3.411156 0.09 0.02 -0.03 0.04
C -0.081064 1.242730 -2.574387 0.01 0.00 0.00 -0.11
C -1.442948 1.161451 -2.077050 0.04 0.04 0.03 -0.07
N -1.908605 0.363493 -1.185280 0.17 -0.08 0.19 -0.01
C -3.344745 0.472475 -0.892512 0.01 0.06 -0.06 -0.19
C -3.703382 0.220558 0.563482 -0.12 0.08 0.02 -0.16
C -3.415148 -1.179669 1.089959 0.05 -0.11 0.11 -0.19
N -1.997739 -1.354426 1.383552 -0.05 0.17 -0.07 -0.06
C -1.643021 -1.880413 2.488868 0.03 -0.02 -0.04 -0.10
C -0.256171 -2.131702 2.868601 -0.02 -0.05 0.08 -0.14
C -0.009176 -3.045206 3.885817 0.02 0.00 0.02 0.06
C 0.832694 -1.489850 2.222237 0.07 0.00 -0.04 -0.33
O 0.666948 -0.588880 1.297444 -0.08 0.04 -0.06 -0.24
C 0.938512 0.303841 -2.262467 0.06 0.00 0.01 -0.31
O 0.836763 -0.682639 -1.443416 -0.29 0.01 0.14 -0.15
H 2.509170 -4.563126 5.642136 0.00 0.00 0.00 0.09
H 1.089209 -5.421742 5.053213 -0.01 0.00 0.01 0.10
H 0.916659 -4.176171 6.286630 -0.01 0.00 -0.01 0.09
H 3.345852 -3.052479 3.966547 0.00 -0.02 0.01 0.14
H 4.260337 -1.525196 2.523175 0.00 0.00 0.00 0.16
H 2.433855 -0.135707 0.717622 0.03 0.01 -0.03 0.12
H 5.399566 -0.369587 0.714690 0.00 0.00 -0.03 0.14
H 4.792195 1.014791 1.602858 0.03 -0.01 -0.01 0.14
H 5.027925 2.111203 -0.332872 -0.01 -0.01 0.00 0.13
H 3.435598 1.502814 -0.668939 0.00 -0.04 -0.02 0.11
H 6.085396 0.284404 -1.636352 0.00 0.03 0.03 0.14
H 5.063291 1.350854 -2.571811 0.00 0.01 0.02 0.12
H 4.814157 -1.473203 -2.210381 0.00 0.00 -0.02 0.18
H 2.667967 -1.618673 -2.762010 -0.02 0.00 0.02 0.16
H 3.469913 1.717648 -4.115257 0.00 0.01 -0.01 0.13
H 2.813951 3.811936 -5.090012 0.00 0.00 -0.01 0.09
H 1.422070 4.639663 -4.400284 -0.01 0.00 -0.01 0.09
H 1.220320 3.596310 -5.803624 -0.01 0.00 0.00 0.10
H -0.549110 3.023017 -3.655180 -0.02 0.00 0.01 0.14
H -2.122786 1.888991 -2.530404 -0.04 0.00 0.04 0.14
H -3.867975 -0.251511 -1.522457 0.00 -0.01 0.04 0.11
H -3.703710 1.464295 -1.181185 -0.02 -0.02 -0.03 0.13
H -4.775559 0.404362 0.660151 0.01 0.00 -0.01 0.13
H -3.215773 0.964173 1.206450 0.03 -0.02 -0.01 0.09
H -3.674604 -1.922802 0.328829 -0.04 0.02 0.01 0.11
H -4.021161 -1.387493 1.976475 0.00 0.00 0.00 0.13
H -2.403849 -2.200980 3.206486 -0.02 -0.02 -0.02 0.15
H -0.861458 -3.506818 4.375899 -0.01 -0.01 -0.01 0.14
C -1.919545 3.188071 3.548753 0.00 0.01 -0.07 -0.37
Te -0.634466 1.621863 2.944913 0.05 -0.17 0.15 1.75
C -0.107206 2.857588 1.318271 -0.05 -0.02 -0.04 -0.36
C -0.693149 4.217265 1.614124 -0.01 0.00 0.01 -0.29
C -0.370164 5.308714 0.813398 -0.01 0.00 0.00 -0.03
C -0.918957 6.550203 1.084375 0.00 0.00 0.00 -0.04
C -1.788500 6.709092 2.156972 0.00 0.01 -0.01 -0.04
C -2.108830 5.628297 2.959846 -0.01 0.00 -0.01 -0.01
C -1.562995 4.377139 2.689301 -0.01 0.01 -0.02 -0.29
H -1.777186 3.346312 4.618953 0.02 0.03 -0.01 0.08
H -2.944672 2.837905 3.398122 -0.01 0.03 0.03 0.08
H -0.525371 2.376499 0.428022 0.02 0.02 -0.01 0.05
H 0.979381 2.848085 1.225192 0.01 0.03 0.02 0.07
H 0.315955 5.189593 -0.016383 0.01 0.00 0.00 0.12
H -0.662237 7.399127 0.465937 0.00 0.00 0.00 0.12
H -2.211938 7.680428 2.371867 0.01 0.01 0.00 0.12
H -2.777631 5.760060 3.800898 -0.01 -0.01 0.00 0.13
C -3.710381 -2.867882 -2.793620 0.02 0.01 0.02 -0.24
As -2.491725 -4.203531 -2.135816 -0.23 -0.01 -0.21 0.71
C -3.541825 -5.506784 -1.196815 0.05 0.03 0.06 -0.23
C -1.740114 -5.070142 -3.672773 0.03 0.00 0.03 -0.24
S -0.941860 -3.418750 -0.930395 0.23 0.07 0.24 0.24
H -4.418328 -3.322457 -3.485427 0.02 -0.03 0.00 0.06
H -3.138844 -2.095404 -3.305290 -0.01 0.00 0.00 0.04
H -4.255180 -2.439072 -1.954887 -0.01 -0.02 -0.01 0.02
H -4.228100 -5.991764 -1.889382 0.00 0.01 -0.01 0.05
H -4.100088 -5.010148 -0.405536 0.00 -0.01 0.00 0.04
H -2.869938 -6.242652 -0.759757 -0.01 -0.01 -0.01 0.05
H -2.528376 -5.570088 -4.233776 -0.01 0.01 0.01 0.05
H -1.004007 -5.797381 -3.336330 -0.01 0.00 0.00 0.05
H -1.254701 -4.321173 -4.294805 0.00 0.00 0.00 0.05

=====

(2)
17
Properties=species:S:1:pos:R:3:forces:R:3:lowdin_charge:R:1 method="wB97M-V/def2-TZVPD" e_lumo_ev="-4.73 / -5.50" smiles="[H]/N=C1/CSN(N=[NH2+])N1C" charge=+1 orbital_gap_ev="8.2 / 7.8"
C -1.512035 -0.446401 0.107020 -2.26 1.07 0.05 -0.46
C -1.123797 -1.849265 -0.102150 0.00 -1.94 -2.97 -0.33
C -0.496117 1.851839 -0.146530 2.89 0.06 1.47 0.00
N -2.697082 -0.172579 0.509103 1.43 0.72 0.28 0.20
N 2.044131 0.626759 -0.035697 -3.69 -3.02 -0.42 0.09
N -0.443345 0.386156 -0.262797 -0.86 0.88 0.75 -0.14
N 0.740337 -0.247756 -0.180451 3.71 3.68 -0.31 -0.38
N 3.086542 -0.182172 -0.008353 0.19 2.73 -0.99 0.04
S 0.668340 -1.864757 0.179118 -0.10 -1.23 0.33 1.07
H -1.722810 -2.406129 0.576362 0.08 -0.86 0.77 0.09
H -1.302567 -2.352014 -1.192251 0.27 1.68 2.40 0.17
H -1.495406 2.281935 -0.180233 0.01 -0.58 0.20 0.09
H 0.125257 2.108213 0.861373 -1.67 -0.15 -2.38 0.15
H 0.065413 2.196704 -1.026056 -0.09 0.38 0.50 0.09
H -2.940281 0.810770 0.795098 0.59 -1.13 -0.85 0.10
H 3.053678 -1.079990 0.398958 0.42 -1.08 0.55 0.05
H 3.949741 0.338691 -0.292522 -0.94 -1.18 0.59 0.16

=====

(3)
11
Properties=species:S:1:pos:R:3:forces:R:3:lowdin_charge:R:1 method="wB97M-V/def2-TZVPD" e_lumo_ev=0.94 charge=0 orbital_gap_ev=11.2
O -0.020717 1.445580 0.956726 -0.97 -0.03 -0.23 -0.07
C 0.580497 0.646976 0.010805 -0.01 -0.29 -0.54 -0.30
C 1.076531 -0.839810 0.205009 0.16 -0.09 0.21 -0.02
O 0.031219 -1.303967 -0.746738 -0.07 -0.17 0.06 0.04
C -0.555367 -0.103787 -0.605665 -0.82 0.25 0.03 -0.42
N -1.721793 0.338669 -0.408278 0.06 -0.43 -0.61 0.17
H -1.045787 1.291635 0.601835 2.01 0.83 1.29 0.11
H 1.269270 1.160129 -0.673808 -0.19 0.06 0.18 0.16
H 2.066351 -1.131063 -0.157531 -0.18 0.22 0.08 0.12
H 0.859352 -1.259785 1.187419 0.03 0.10 -0.05 0.13
H -2.539560 -0.244572 -0.369779 -0.01 -0.44 -0.43 0.09

=====

(4)
13
Properties=species:S:1:pos:R:3:forces:R:3:lowdin_charge:R:1 method="wB97M-V/def2-TZVPD" e_lumo_ev=0.21 charge=0 orbital_gap_ev=9.6
C 1.733337 -0.628322 0.020500 2.33 -6.73 0.13 -0.17
C 0.294971 0.675211 -0.064166 2.90 1.23 -0.72 -0.33
C -1.684806 0.872995 0.030359 -4.40 0.80 0.19 -0.16
C -1.935984 -0.486868 0.137331 -2.03 -1.40 -0.61 -0.15
C 0.128703 -0.699371 -0.259845 4.71 1.01 2.04 -0.15
H 2.111537 -1.205791 0.945637 -1.07 0.58 -1.18 0.12
H 2.516779 -0.997137 -0.776443 -1.80 0.80 0.99 0.14
H 2.252335 1.109007 -0.428011 2.50 2.91 -3.21 0.06
H -2.609316 1.388794 0.126784 -0.62 1.02 -0.15 0.09
H -2.972926 -1.023274 0.197120 1.75 1.91 0.21 0.15
N 1.722821 0.753075 0.249037 -4.64 -0.70 1.82 0.07
N -0.590659 1.602208 -0.129062 -0.62 -0.27 0.95 0.20
N -0.966790 -1.360530 -0.049239 0.99 -1.16 -0.46 0.12